Record 1
C5H6O2 | ωB97M-V/def2-TZVPD

Geometry as ORCA input:
```
! wB97M-V def2-TZVPD RIJCOSX def2/J DEFGRID3
* xyz 0 1
O 1.4735 -0.7365 -0.8609
C 2.1274 -0.0921 0.2321
C 1.1053 0.3371 1.2233
C -0.0971 0.1846 1.2499
C -1.3095 -0.2725 0.5859
C -2.1663 0.8003 -0.0506
O -3.2686 0.5869 -0.4860
H 1.1537 -0.0608 -1.4727
H 2.7268 0.7456 -0.1329
H 2.7840 -0.8473 0.6636
H -1.9055 -1.0257 1.1034
H -0.7775 -0.7749 -0.2552
H -1.6781 1.7936 -0.1486
*
```

Results
- ΔE to the lowest compared entry with this formula, charge and spin (kJ/mol) = 349.6
- Kohn-Sham gap (eV) = 10.29
- DFT total energy (eV) = -9373.4723
- SMILES = O=CCC#CCO


Record 2
C48H63N9O9 | ωB97M-V/def2-TZVPD

Geometry as ORCA input:
```
! wB97M-V def2-TZVPD RIJCOSX def2/J DEFGRID3
* xyz 0 1
C -3.0106 -0.3411 -7.6374
C -2.7659 -1.4327 -6.4965
C -1.2358 -1.6602 -6.1177
O -1.2858 -1.3380 -4.7638
C -2.4971 -1.0931 -4.2946
O -2.8301 -0.8474 -3.1228
O -3.3234 -1.0216 -5.2726
H -2.0349 -0.1811 -8.0961
H -3.1840 0.6421 -7.2000
H -3.7724 -0.4753 -8.4054
H -3.2271 -2.4072 -6.6566
H -0.4991 -1.0313 -6.6176
H -0.9430 -2.7048 -6.2238
C 0.6689 4.1456 6.6914
C 1.0742 2.9066 5.7570
C 0.7308 1.6358 6.5305
O -0.3494 1.1294 5.8236
C -0.2312 1.6132 4.5058
O -0.7399 1.1171 3.4852
O 0.3602 2.7407 4.6297
H -0.3871 4.3262 6.8922
H 1.1493 5.0302 6.2732
H 1.0546 4.0113 7.7020
H 2.1468 2.8993 5.5630
H 0.4995 1.6862 7.5945
H 1.5847 0.9644 6.4412
C -0.7220 1.5924 -0.0015
C -0.4854 0.4272 -0.9716
C 0.9536 0.2574 -1.2888
O 1.2916 -1.1154 -0.9571
C 0.1730 -1.6952 -0.4415
O -0.0303 -2.9196 -0.1816
O -0.6879 -0.7069 -0.2557
H -1.7663 1.8561 0.1663
H -0.1932 2.4708 -0.3715
H -0.2726 1.4635 0.9831
H -1.0817 0.5200 -1.8793
H 1.5685 1.0734 -0.9091
H 0.9742 0.4630 -2.3590
N 2.5587 -2.7474 -3.5651
C 3.5008 -3.5904 -4.1702
C 2.7728 -4.4726 -4.9478
C 1.4589 -4.2597 -4.8708
C 1.3254 -3.0574 -4.1202
H 2.7989 -1.9431 -3.0034
H 4.5507 -3.4626 -3.9519
H 3.1498 -5.2948 -5.5379
H 0.6960 -4.8211 -5.3896
H 0.4814 -2.4982 -3.7440
N -4.2561 0.6215 -1.4012
C -5.1487 1.5985 -1.0491
C -5.5457 1.4205 0.3021
C -4.7657 0.3521 0.8044
C -4.1465 -0.1900 -0.3120
H -3.8345 0.4642 -2.3055
H -5.3291 2.4004 -1.7496
H -6.2643 2.1132 0.7146
H -4.7872 -0.0557 1.8042
H -3.5338 -1.0777 -0.3674
N 4.8606 -1.7213 1.7584
C 6.1549 -2.1170 1.6209
C 6.6247 -1.6870 0.4509
C 5.6528 -1.1965 -0.2991
C 4.5687 -1.1423 0.5354
H 4.2933 -1.6745 2.5927
H 6.7753 -2.4781 2.4278
H 7.6182 -2.0249 0.1954
H 5.7457 -0.8650 -1.3228
H 3.5814 -0.7947 0.2695
N 0.1163 5.1464 0.3496
C 0.9523 4.5821 1.2772
C 2.3279 4.6345 0.8352
C 2.1857 5.1204 -0.5098
C 0.8650 5.3527 -0.8444
H -0.8914 5.1867 0.4040
H 0.5964 4.4739 2.2911
H 3.2481 4.2810 1.2764
H 2.9901 5.3340 -1.1981
H 0.5171 5.7285 -1.7953
N 0.8957 -5.3152 0.0320
C 1.6350 -5.6754 1.1005
C 1.7392 -7.0536 1.0464
C 1.0154 -7.5821 -0.0244
C 0.5355 -6.4107 -0.6922
H 0.5520 -4.3857 -0.1629
H 2.0108 -4.9240 1.7792
H 2.2373 -7.6363 1.8071
H 0.8362 -8.5882 -0.3739
H -0.1080 -6.2712 -1.5483
N -1.6639 -2.6833 2.7502
C -1.4487 -2.1466 4.0467
C -2.0725 -2.9412 5.0015
C -2.5956 -4.0396 4.2543
C -2.3600 -3.8569 2.9017
H -1.4188 -2.3181 1.8410
H -1.0520 -1.1545 4.2041
H -2.1162 -2.6203 6.0318
H -3.2397 -4.7905 4.6877
H -2.7216 -4.4088 2.0467
N -2.2899 3.5185 2.4636
C -2.1761 4.4278 3.4574
C -3.0364 5.5065 3.2204
C -3.7632 5.1803 2.0650
C -3.2516 3.9102 1.6014
H -1.7480 2.6734 2.3535
H -1.3961 4.3414 4.1993
H -3.1747 6.4115 3.7935
H -4.5918 5.6793 1.5845
H -3.4045 3.4057 0.6589
N 2.8577 0.6828 3.2893
C 3.0224 -0.1020 4.3720
C 2.4176 -1.3736 4.0840
C 1.6994 -1.2445 2.8850
C 2.0195 0.0497 2.3918
H 3.2745 1.5826 3.0976
H 3.7241 0.2006 5.1352
H 2.4466 -2.1170 4.8669
H 1.1467 -2.0421 2.4109
H 1.7358 0.4015 1.4110
N -1.4540 2.7219 -4.3413
C -1.7325 2.6836 -5.7192
C -0.6284 2.2891 -6.4002
C 0.3786 2.0824 -5.4430
C -0.1805 2.3771 -4.1848
H -2.1011 3.0472 -3.6374
H -2.7336 2.8935 -6.0659
H -0.4762 2.0102 -7.4324
H 1.3633 1.6751 -5.6184
H 0.2536 2.2903 -3.1997
*
```

Results
- ΔE to the lowest compared entry with this formula, charge and spin (kJ/mol) = 353.2
- Kohn-Sham gap (eV) = 7.20
- DFT total energy (eV) = -82630.3971
- SMILES = C[C@H]1COC(=O)O1.C[C@H]1COC(=O)O1.C[C@H]1COC(=O)O1.c1cc[nH]c1.c1cc[nH]c1.c1cc[nH]c1.c1cc[nH]c1.c1cc[nH]c1.c1cc[nH]c1.c1cc[nH]c1.c1cc[nH]c1.c1cc[nH]c1


Record 3
C8H20N3O12V | ωB97M-V/def2-TZVPD

Geometry as ORCA input:
```
! wB97M-V def2-TZVPD RIJCOSX def2/J DEFGRID3
* xyz -1 2
O -1.1659 -0.5450 -1.8935
V -0.0383 -1.4585 -1.3597
N -2.4132 -3.1437 -0.2797
O -1.1309 -2.8322 -0.2088
O -2.7453 -3.8834 0.6474
O -3.1466 -2.6689 -1.1570
N 0.9118 -3.4537 -2.5654
O 1.5599 -3.1768 -1.5070
O 1.2973 -4.3014 -3.3887
O -0.1577 -2.8062 -2.7471
N 2.2870 0.0117 -2.9082
O 1.6490 0.3539 -3.8932
O 1.6991 -0.4466 -1.8330
O 3.4727 -0.0909 -2.8506
C 2.5986 0.1053 1.2601
C 2.1403 -1.3442 1.0912
O 0.7571 -1.4706 0.6569
C -0.2064 -0.8151 1.5110
C -0.6202 -1.6156 2.7509
H 2.5369 0.6538 0.3031
H 2.1785 0.7422 2.0126
H 3.6528 0.1151 1.3469
H 2.6938 -1.7766 0.2690
H 2.2125 -1.9566 1.9896
H 0.1867 0.1446 1.7826
H -1.0058 -0.7369 0.7863
H 0.2008 -1.7506 3.4082
H -0.9790 -2.5312 2.5679
H -1.3490 -0.9376 3.2132
C 0.8569 3.4100 1.2196
C 0.1251 2.9823 -0.0294
O -1.1349 2.5697 0.3883
C -2.0137 2.3045 -0.7158
C -3.4740 2.3584 -0.2562
H 1.9015 3.6752 0.9350
H 0.3113 4.2727 1.7926
H 0.9596 2.5618 1.9268
H 0.1333 3.7921 -0.7594
H 0.6344 2.1861 -0.5869
H -1.8833 3.1202 -1.4283
H -1.8377 1.3587 -1.1004
H -3.7468 1.5119 0.3947
H -4.1828 2.3278 -1.0978
H -3.7257 3.1839 0.3121
*
```

Results
- Kohn-Sham gap (spin up / spin down) (eV) = 9.59 / 9.65
- DFT total energy (eV) = -63341.2550